[1]
Molecular formula: H26O13
Method: DFT, ωB97M-V/def2-TZVPD

Last column: Löwdin charge in e.
CARTESIAN COORDINATES (ANGSTROEM)
O1 -0.323 -0.307 -2.515  -0.055
H1 -0.850 -0.251 -3.320  0.070
H2 -0.831 0.192 -1.850  0.016
O2 -0.340 0.376 0.491  -0.040
H3 0.330 1.063 0.562  0.028
H4 0.148 -0.405 0.192  0.052
O3 -1.024 3.063 1.872  -0.066
H5 -0.575 2.718 1.068  -0.013
H6 -0.543 3.867 2.106  0.046
O4 1.262 -2.973 -2.012  -0.048
H7 0.834 -2.124 -2.188  -0.013
H8 1.220 -3.447 -2.849  0.043
O5 -2.381 1.644 -1.425  -0.054
H9 -2.086 1.396 -0.532  -0.004
H10 -2.140 2.572 -1.512  0.033
O6 2.489 0.006 -2.519  -0.072
H11 2.341 0.388 -3.389  0.038
H12 1.622 -0.360 -2.263  -0.017
O7 1.480 2.740 3.516  -0.060
H13 1.923 2.452 2.711  0.028
H14 0.597 2.347 3.462  0.023
O8 2.898 -1.094 0.235  -0.054
H15 3.202 -1.191 -0.681  0.039
H16 3.653 -0.719 0.706  0.062
O9 -0.305 -3.930 0.907  -0.060
H17 -0.634 -4.664 0.379  0.040
H18 -0.591 -3.141 0.430  0.003
O10 -3.072 0.440 1.324  -0.059
H19 -3.311 1.367 1.449  0.057
H20 -2.397 0.268 1.999  0.065
O11 1.714 -2.356 2.453  -0.088
H21 2.067 -1.779 1.750  -0.023
H22 1.425 -3.163 2.002  0.006
O12 0.198 3.055 -0.607  -0.046
H23 0.058 3.179 -1.554  0.070
H24 0.153 3.947 -0.237  0.066
O13 -2.427 -1.947 0.043  -0.054
H25 -2.584 -1.012 0.262  -0.009
H26 -3.198 -2.220 -0.464  0.048

Values from the calculation:
HOMO-LUMO gap: 9.503 eV
Strongest force on any atom: 1.01 eV Å⁻¹
LUMO energy: -0.4 eV
Molecular weight: 234.20 g/mol
Energy relative to the best compared isomer or geometry (same formula, charge and spin): 169.7 kJ/mol


[2]
Molecular formula: C7H7N4O4
Method: DFT, ωB97M-V/def2-TZVPD

Last column: Löwdin charge in e.
CARTESIAN COORDINATES (ANGSTROEM)
C1 -1.585 -5.271 2.629  -0.140
C2 -0.613 2.259 -0.303  0.135
C3 -1.301 -1.845 3.077  -0.320
C4 0.001 1.090 -0.240  -0.239
C5 -0.249 0.378 1.036  -0.408
C6 -0.815 -3.432 1.400  -0.114
C7 0.980 0.452 -1.238  -0.022
N1 -1.828 -6.391 2.687  0.271
N2 -1.650 -3.070 3.356  0.182
N3 -0.753 -1.824 1.778  0.160
N4 -1.437 -3.962 2.420  -0.020
O1 -1.355 -0.824 3.864  0.202
O2 -0.565 0.840 2.068  0.165
O3 -0.495 -3.627 0.203  0.277
O4 -0.231 -0.968 0.870  0.099
H1 -0.503 3.006 -1.145  0.123
H2 -1.076 2.635 0.574  0.076
H3 -1.119 0.068 3.563  0.119
H4 0.931 1.064 -2.071  0.046
H5 0.582 -0.543 -1.535  0.087
H6 2.102 0.370 -0.903  0.138
H7 -0.647 -4.509 -0.154  0.184

Values from the calculation:
HOMO-LUMO gap: 9.222 eV
Strongest force on any atom: 7.63 eV Å⁻¹
SMILES: C=C(C)C(=O)On1c(O)n[n+](C#N)c1O
LUMO energy: -4.7 eV
Molecular weight: 211.16 g/mol
Charge: +1


[3]
Molecular formula: C10H9BeBr2NO
Method: DFT, ωB97M-V/def2-TZVPD

Last column: Löwdin charge in e.
CARTESIAN COORDINATES (ANGSTROEM)
Be1 -0.071 1.276 -0.793  0.504
C1 0.422 0.510 -4.194  -0.069
H1 -0.232 1.364 -3.926  0.009
H2 1.330 0.734 -3.618  0.011
H3 -0.020 -0.308 -3.613  0.003
H4 0.670 0.119 -5.614  -0.031
H5 0.654 0.018 -6.378  0.113
Br1 3.116 2.599 1.987  0.794
C2 1.775 1.280 2.096  -0.626
C3 1.457 0.541 3.250  -0.151
C4 0.431 -0.407 3.282  -0.612
Br2 0.062 -1.351 4.883  0.759
C5 -0.379 -0.681 2.138  -0.199
C6 -1.485 -1.549 2.002  -0.068
C7 -2.176 -1.633 0.798  -0.072
C8 -1.798 -0.837 -0.290  -0.150
N1 -0.790 0.017 -0.183  -0.016
C9 -0.033 0.079 0.991  -0.136
C10 1.003 1.036 0.988  -0.324
O1 1.120 1.760 -0.190  -0.127
H6 2.045 0.745 4.127  0.093
H7 -1.758 -2.132 2.853  0.065
H8 -3.036 -2.315 0.677  0.112
H9 -2.307 -0.864 -1.271  0.116

Values from the calculation:
HOMO-LUMO gap (spin up / spin down): 7.244 / 4.111 eV
Strongest force on any atom: 3.92 eV Å⁻¹
LUMO energy (spin up / spin down): -1.0 / -1.7 eV
Molecular weight: 328.01 g/mol
Energy relative to the best compared isomer or geometry (same formula, charge and spin): 466.8 kJ/mol


[4]
Molecular formula: C2H2N2OS
Method: DFT, ωB97M-V/def2-TZVPD

Last column: Löwdin charge in e.
CARTESIAN COORDINATES (ANGSTROEM)
C1 1.147 1.945 2.234  -0.327
C2 -0.007 -0.419 0.059  -0.340
N1 1.260 0.820 2.612  -0.002
N2 1.068 -0.472 2.557  -0.432
O1 1.185 3.099 2.078  0.145
S1 0.473 -1.301 1.359  0.964
H1 -0.424 -0.959 -0.762  -0.008
H2 0.072 0.652 0.024  0.000

Values from the calculation:
HOMO-LUMO gap: 8.057 eV
Strongest force on any atom: 2.19 eV Å⁻¹
LUMO energy: -0.5 eV
Molecular weight: 102.12 g/mol
Energy relative to the best compared isomer or geometry (same formula, charge and spin): 311.7 kJ/mol


[5]
Molecular formula: C5H13NS
Method: DFT, ωB97M-V/def2-TZVPD

Last column: Löwdin charge in e.
CARTESIAN COORDINATES (ANGSTROEM)
C1 1.175 0.128 -2.253  -0.068
C2 0.404 0.220 -0.912  -0.470
C3 0.110 -1.207 -0.416  -0.249
C4 -0.579 -1.230 0.956  -0.523
S1 -2.164 -0.378 0.986  0.796
C5 -1.805 1.051 2.052  -0.401
N1 1.185 0.908 0.127  0.031
H1 0.496 -0.012 -3.085  0.070
H2 1.861 -0.716 -2.245  0.069
H3 1.748 1.047 -2.411  0.069
H4 -0.554 0.713 -1.092  0.112
H5 -0.609 -1.628 -1.122  0.111
H6 1.050 -1.753 -0.315  0.112
H7 0.081 -0.814 1.708  0.067
H8 -0.766 -2.268 1.220  0.062
H9 -2.713 1.644 1.971  0.023
H10 -0.953 1.589 1.634  0.018
H11 -1.576 0.723 3.048  0.024
H12 1.677 1.704 -0.267  0.068
H13 1.932 0.279 0.416  0.077

Values from the calculation:
HOMO-LUMO gap: 9.281 eV
Strongest force on any atom: 1.53 eV Å⁻¹
SMILES: CSCC[C@H](C)N
LUMO energy: 1.1 eV
Molecular weight: 119.23 g/mol
Energy relative to the best compared isomer or geometry (same formula, charge and spin): 11.6 kJ/mol


[6]
Molecular formula: C35H52GdN11O7SSi
Method: DFT, ωB97M-V/def2-TZVPD

Last column: Löwdin charge in e.
CARTESIAN COORDINATES (ANGSTROEM)
Gd1 -0.248 -0.324 0.495  1.557
N1 -3.227 0.932 -0.894  -0.007
C1 -3.053 2.346 -0.504  -0.186
C2 -2.352 2.543 0.843  -0.626
O1 -2.027 3.672 1.191  -0.033
N2 -2.350 1.393 1.478  -0.018
C3 -2.163 1.519 2.937  -0.148
C4 -1.852 0.128 3.538  -0.626
O2 -2.272 -0.268 4.607  0.030
O3 -1.002 -0.526 2.771  -0.266
H1 -4.006 0.798 -1.475  0.046
H2 -3.453 0.430 -0.047  0.046
H3 -3.974 2.951 -0.326  0.127
H4 -2.563 2.796 -1.357  0.085
H5 -3.103 1.950 3.411  0.135
H6 -1.437 2.273 3.354  0.108
N3 -2.841 -2.517 3.178  0.128
C5 -4.181 -2.497 3.355  -0.073
C6 -4.638 -3.553 2.602  -0.125
N4 -3.580 -4.225 1.924  0.107
C7 -2.545 -3.484 2.282  -0.306
C8 -1.215 -3.759 1.770  -0.293
N5 -0.267 -2.923 1.461  0.060
C9 0.812 -3.732 1.185  -0.147
C10 0.515 -5.071 1.319  -0.075
N6 -0.820 -5.069 1.690  0.127
H7 -2.180 -1.887 3.591  0.089
H8 -4.757 -1.874 4.036  0.125
H9 -5.644 -3.835 2.521  0.069
H10 1.832 -3.260 0.970  0.115
H11 1.174 -5.896 1.239  0.104
H12 -1.473 -5.809 1.925  0.160
C11 2.109 -1.519 -3.170  -0.248
Si1 2.378 -1.074 -1.385  0.571
C12 3.779 -2.196 -0.721  -0.227
C13 3.133 0.672 -1.451  -0.306
C14 3.813 1.169 -0.388  -0.151
C15 4.465 2.380 -0.456  -0.099
C16 4.476 3.132 -1.607  -0.123
C17 3.809 2.733 -2.733  -0.103
C18 3.154 1.519 -2.610  -0.096
H13 1.603 -2.499 -3.287  0.011
H14 3.029 -1.662 -3.735  0.033
H15 1.513 -0.766 -3.662  0.008
H16 4.583 -2.212 -1.445  0.022
H17 3.476 -3.260 -0.744  0.021
H18 4.119 -1.950 0.231  -0.011
H19 3.844 0.622 0.552  0.082
H20 5.061 2.656 0.422  0.103
H21 5.111 4.067 -1.637  0.122
H22 3.639 3.349 -3.615  0.112
H23 2.383 1.294 -3.343  0.084
O4 2.709 6.613 1.059  -0.028
C19 1.444 6.826 0.502  -0.290
N7 1.050 5.638 -0.133  0.064
C20 1.556 5.317 -1.382  -0.382
O5 2.351 6.018 -2.035  0.232
C21 0.963 4.004 -1.836  -0.143
C22 0.374 3.877 -3.055  -0.026
C23 -0.334 2.746 -3.338  -0.046
C24 -0.427 1.776 -2.336  -0.190
N8 0.120 1.853 -1.122  0.020
C25 0.807 3.020 -0.871  -0.082
H24 3.316 7.265 0.737  0.075
H25 1.464 7.735 -0.079  0.124
H26 0.675 6.975 1.320  0.142
H27 0.384 5.005 0.326  0.117
H28 0.407 4.528 -3.904  0.123
H29 -0.955 2.505 -4.164  0.104
H30 -1.208 1.020 -2.412  0.087
H31 1.394 3.049 0.062  0.107
C26 -4.230 -5.753 -1.654  -0.073
C27 -4.266 -4.260 -2.114  -0.276
C28 -3.470 -3.363 -1.195  -0.373
S1 -2.401 -2.199 -2.033  1.000
O6 -1.495 -1.591 -1.020  -0.730
C29 -1.219 -3.445 -2.725  -0.324
C30 -0.406 -4.114 -1.712  -0.319
C31 0.166 -5.454 -2.153  -0.062
H32 -4.615 -6.375 -2.426  0.059
H33 -4.663 -6.015 -0.690  0.080
H34 -3.152 -5.870 -1.662  0.055
H35 -5.274 -3.882 -2.110  0.097
H36 -3.869 -4.364 -3.160  0.107
H37 -2.995 -4.056 -0.528  0.051
H38 -4.144 -2.727 -0.589  0.106
H39 -0.687 -2.833 -3.448  0.077
H40 -1.830 -4.005 -3.490  0.106
H41 -0.991 -4.329 -0.828  0.075
H42 0.340 -3.416 -1.352  0.067
H43 -0.758 -6.070 -2.340  0.089
H44 0.681 -5.974 -1.410  0.037
H45 0.753 -5.498 -3.056  0.074
C32 2.981 4.011 3.566  -0.037
N9 2.304 2.800 3.269  -0.088
C33 2.997 1.528 3.330  -0.006
C34 2.129 0.728 2.320  -0.522
O7 2.291 -0.427 2.016  0.004
N10 1.138 1.497 1.809  0.092
C35 1.223 2.677 2.419  -0.350
N11 0.328 3.678 2.335  0.224
H46 3.965 3.945 3.164  0.083
H47 3.046 4.113 4.641  0.092
H48 2.520 4.949 3.256  0.079
H49 3.042 1.017 4.291  0.142
H50 3.968 1.596 2.834  0.128
H51 -0.583 3.512 1.954  0.020
H52 0.499 4.517 2.862  0.117

Values from the calculation:
HOMO-LUMO gap (spin up / spin down): 5.494 / 2.776 eV
Strongest force on any atom: 6.45 eV Å⁻¹
Spin multiplicity: 8
LUMO energy (spin up / spin down): 0.4 / -3.4 eV
Molecular weight: 956.27 g/mol
Energy relative to the best compared isomer or geometry (same formula, charge and spin): 839.1 kJ/mol